1.
Entry from OMol25: 2 unconnected molecules or ions with the total composition C22H31N3O6 at a distorted geometry (the ωB97M-V functional and the def2-TZVPD basis).

Calculated values
ΔE to the lowest compared entry with this formula, charge and spin = 24.3 kcal/mol
gap between HOMO and LUMO = 9.7466 eV
E_LUMO = 0.232 eV
total charge = 0
HOMO = -9.51 eV
molar mass = 433.50 g mol⁻¹

XYZ file:
```
62
C22H31N3O6 | OMol25 | the ωB97M-V functional and the def2-TZVPD basis
O 0.635 -5.664 -5.972
O 1.859 5.027 3.978
O 1.202 5.023 7.344
O -0.888 5.549 1.960
O -2.888 -5.515 -4.998
O -0.746 4.447 -0.043
C 1.157 -5.569 -4.872
C 1.173 4.034 4.152
C 0.477 4.717 6.407
C -0.351 4.738 1.215
C -1.921 -5.950 -4.382
C 1.293 -0.735 -1.805
C 0.090 -1.216 -1.260
C 1.700 -1.149 -3.086
C -0.707 -2.111 -1.996
C 0.902 -2.043 -3.823
C -0.303 -2.525 -3.279
N -1.761 -7.279 -4.321
N 0.692 3.336 3.063
N 0.489 -5.306 -3.748
C 2.650 -5.753 -4.733
C 0.872 3.538 5.544
C -0.799 -8.056 -3.538
C -2.280 7.441 6.444
C 0.088 3.392 -0.543
C -0.918 5.331 6.290
C 0.801 3.851 1.689
C -0.872 6.862 6.357
C 0.729 2.723 0.673
C -1.157 -3.506 -4.062
C -0.946 -4.979 -3.662
H 1.908 -0.047 -1.242
H -0.225 -0.897 -0.276
H 2.622 -0.776 -3.510
H -1.633 -2.477 -1.577
H 1.212 -2.358 -4.810
H -2.428 -7.791 -4.878
H 0.014 2.606 3.256
H 1.032 -5.213 -2.907
H 2.855 -6.576 -4.051
H 3.068 -5.980 -5.713
H 3.091 -4.834 -4.355
H 1.763 3.056 5.952
H 0.061 2.810 5.527
H 0.136 -8.151 -4.093
H -0.609 -7.576 -2.576
H -1.199 -9.054 -3.354
H -2.787 7.087 7.347
H -2.235 8.534 6.477
H -2.870 7.146 5.571
H 0.861 3.813 -1.197
H -0.495 2.670 -1.126
H -1.533 4.941 7.105
H -1.376 5.028 5.344
H 1.732 4.414 1.556
H -0.362 7.255 5.470
H -0.306 7.185 7.238
H 1.715 2.308 0.443
H 0.082 1.915 1.031
H -0.948 -3.395 -5.127
H -2.204 -3.242 -3.907
H -1.216 -5.051 -2.609
```

***

2.
Entry from OMol25: a gas-phase ion, C4H7N4 (charge +1) at a distorted geometry (the ωB97M-V functional and the def2-TZVPD basis).

Calculated values
ΔE to the lowest compared entry with this formula, charge and spin = 108.4 kcal/mol
gap between HOMO and LUMO = 8.9340 eV
E_LUMO = -5.056 eV
total charge = +1
HOMO = -13.99 eV
molar mass = 111.13 g mol⁻¹

XYZ file:
```
15
C4H7N4 | OMol25 | the ωB97M-V functional and the def2-TZVPD basis
C 2.170 -0.826 0.171
C 1.529 0.348 0.581
C 0.603 1.123 -0.490
N -0.676 0.302 -0.582
N -1.178 -0.257 -1.667
N -2.280 -0.900 -1.231
C -2.417 -0.717 0.172
N -1.311 0.101 0.573
H 1.747 -1.483 -0.659
H 3.129 -1.105 0.711
H 1.566 0.798 1.616
H 1.068 1.163 -1.518
H 0.325 2.147 -0.101
H -3.182 -1.104 0.900
H -1.093 0.411 1.525
```